(1)
{
  "formula": "C5H5NO",
  "method": "ωB97M-V/def2-TZVPD",
  "homo_energy_ev": -9.02,
  "multiplicity": 1,
  "e_tot_ev": -8800.683,
  "gap_ev": 9.08,
  "de_lowest_kcal_mol": 63.1,
  "smiles": "C=COC(=C)C#N",
  "elements": ["C", "C", "O", "C", "C", "C", "N", "H", "H", "H", "H", "H"],
  "positions_angstrom": [[-2.4892, -0.4464, 0.0720], [-1.1621, -0.6589, -0.0297], [-0.4124, 0.4381, -0.0393], [0.9728, 0.3238, -0.0069], [1.6830, 1.5146, 0.0296], [1.6870, -0.9192, 0.0610], [2.3626, -1.8881, 0.0392], [-2.8466, 0.6285, 0.3924], [-3.1204, -1.3530, -0.0938], [-0.6816, -1.6377, -0.3461], [1.2152, 2.4684, -0.1239], [2.7918, 1.5298, 0.0456]],
  "mulliken_charge": [-0.704, 0.157, -0.290, 0.866, -0.933, 0.008, -0.392, 0.210, 0.260, 0.210, 0.318, 0.288]
}

=====

(2)
{
  "formula": "C5H5NO",
  "method": "ωB97M-V/def2-TZVPD",
  "homo_energy_ev": -10.13,
  "multiplicity": 1,
  "e_tot_ev": -8798.788,
  "gap_ev": 10.32,
  "de_lowest_kcal_mol": 106.8,
  "elements": ["N", "C", "C", "O", "C", "C", "C", "H", "H", "H", "H", "H"],
  "positions_angstrom": [[0.2436, -1.6359, 2.3803], [0.2947, -1.6491, 1.2091], [-0.1603, -0.1092, 0.9987], [0.9826, 0.6833, 0.7411], [0.4014, 1.0431, -0.5161], [0.2563, -0.1511, -1.3865], [-0.7801, 0.1271, -0.3400], [-0.7351, 0.3003, 1.8394], [0.4559, 2.0825, -0.8071], [-0.0746, 0.0463, -2.3998], [0.9325, -0.9963, -1.2520], [-1.8397, 0.2502, -0.5072]],
  "mulliken_charge": [-0.292, -0.180, 0.381, -0.394, -0.006, -0.662, -0.411, 0.336, 0.382, 0.262, 0.211, 0.372]
}

=====

(3)
{
  "formula": "C5H5NO",
  "method": "ωB97M-V/def2-TZVPD",
  "homo_energy_ev": -10.81,
  "multiplicity": 1,
  "e_tot_ev": -8800.977,
  "gap_ev": 11.54,
  "de_lowest_kcal_mol": 56.3,
  "smiles": "C#C[C@@H](C#N)CO",
  "elements": ["C", "C", "C", "C", "N", "C", "O", "H", "H", "H", "H", "H"],
  "positions_angstrom": [[-0.3748, -1.6053, -1.5961], [-0.0343, -0.5798, -1.0648], [0.3236, 0.6010, -0.2673], [-0.5280, 1.7366, -0.6582], [-1.2206, 2.6077, -0.9726], [0.1495, 0.2398, 1.2361], [0.8546, -0.9277, 1.5473], [-0.6884, -2.5052, -2.0761], [1.3726, 0.8725, -0.4415], [-0.9251, 0.1584, 1.4530], [0.5678, 1.0380, 1.8524], [0.5031, -1.6358, 0.9877]],
  "mulliken_charge": [0.286, -1.011, 0.653, 0.059, -0.406, -0.707, -0.480, 0.408, 0.209, 0.321, 0.352, 0.315]
}

=====

(4)
{
  "formula": "C5H5NO",
  "method": "ωB97M-V/def2-TZVPD",
  "homo_energy_ev": -8.65,
  "multiplicity": 1,
  "e_tot_ev": -8799.304,
  "gap_ev": 9.20,
  "de_lowest_kcal_mol": 94.9,
  "smiles": "C=Nc1ccco1",
  "elements": ["C", "N", "C", "C", "C", "C", "O", "H", "H", "H", "H", "H"],
  "positions_angstrom": [[-2.9777, -0.1736, -0.0135], [-1.6263, -0.3947, -0.0147], [-0.0798, -0.0357, -0.0255], [0.7659, 1.0288, -0.2818], [2.0589, 0.4582, -0.1150], [1.9111, -0.8718, 0.1395], [0.5607, -1.1750, 0.1980], [-3.4488, -1.0848, 0.0748], [-3.3524, 0.9531, -0.0835], [0.5188, 2.0547, -0.4198], [3.0451, 0.7765, 0.0166], [2.6245, -1.5357, 0.5247]],
  "mulliken_charge": [-0.273, -0.288, 0.253, -0.666, -0.161, -0.297, -0.297, 0.306, 0.211, 0.398, 0.384, 0.432]
}

=====

(5)
{
  "formula": "C5H5NO",
  "method": "ωB97M-V/def2-TZVPD",
  "homo_energy_ev": -9.22,
  "multiplicity": 1,
  "e_tot_ev": -8800.101,
  "gap_ev": 9.40,
  "de_lowest_kcal_mol": 76.5,
  "smiles": "O=C1C=C[C@H]2N[C@@H]12",
  "elements": ["O", "C", "C", "C", "C", "N", "C", "H", "H", "H", "H", "H"],
  "positions_angstrom": [[-0.0396, -0.9075, -2.0844], [-0.0714, -0.5048, -0.8997], [0.7522, -1.1655, 0.2778], [0.4921, -0.4999, 1.4373], [-0.4478, 0.5296, 1.1806], [0.1749, 1.5413, 0.2664], [-0.8609, 0.6785, -0.2167], [1.4328, -1.9634, -0.0877], [1.3345, -0.3414, 2.3808], [-1.0594, 0.8284, 2.0390], [0.0216, 2.5842, 0.4066], [-1.8223, 1.1364, -0.6032]],
  "mulliken_charge": [-0.568, 0.390, -0.328, -0.421, 0.036, -0.556, -0.198, 0.358, 0.215, 0.430, 0.252, 0.390]
}

=====

(6)
{
  "formula": "C5H5NO",
  "method": "ωB97M-V/def2-TZVPD",
  "homo_energy_ev": -8.84,
  "multiplicity": 1,
  "e_tot_ev": -8796.205,
  "gap_ev": 8.53,
  "de_lowest_kcal_mol": 166.4,
  "elements": ["O", "C", "C", "C", "C", "C", "N", "H", "H", "H", "H", "H"],
  "positions_angstrom": [[0.8077, 0.5968, 0.8743], [0.5545, 0.9318, -0.4466], [1.9010, -0.0395, 0.4957], [2.8317, -0.7868, 0.4683], [-0.8535, 0.7793, -0.6928], [-1.4748, -0.5370, -0.2816], [-1.8444, 0.6652, 0.3891], [3.6910, -1.3464, 0.2645], [-1.1984, 1.2392, -1.6076], [-0.8514, -1.2676, 0.2243], [-2.2075, -0.9373, -0.9679], [-1.3558, 0.7021, 1.2803]],
  "mulliken_charge": [-0.287, -0.445, 0.125, -0.239, 0.134, -0.380, -0.569, 0.436, 0.424, 0.221, 0.255, 0.325]
}